(1)
99
Properties=species:S:1:pos:R:3 method="wB97M-V/def2-TZVPD" lumo_ev=1.319 total_energy_ha=-5354.59386 charge=-1 gap_ev=4.833
Ag 18.0983 -16.0887 18.7325
O 17.8918 -14.0126 17.7066
C 18.5889 -12.8856 17.2630
C 18.3714 -12.1843 15.8294
O 17.1370 -12.0359 15.2780
H 19.6771 -12.9259 17.5099
H 18.4386 -12.0467 17.9818
H 19.0976 -12.6181 15.0982
H 18.8601 -11.1913 15.9692
C 14.2133 -12.3976 20.3306
S 14.7147 -14.1238 20.3708
O 14.9557 -14.5985 18.9705
C 16.3546 -13.7082 21.0103
H 13.1922 -12.3309 19.9514
H 14.7525 -11.8838 19.5323
H 14.4020 -11.9785 21.3142
H 17.0257 -13.4455 20.1856
H 16.8725 -14.6145 21.3491
H 16.3870 -13.0384 21.8682
C 22.4764 -17.6829 19.2464
S 21.4221 -16.7078 18.1290
O 20.0059 -17.2828 18.2839
C 21.4688 -15.1112 18.9991
H 23.4112 -17.2345 19.5859
H 22.6697 -18.7012 18.9150
H 21.9701 -17.8126 20.2096
H 22.4771 -14.8196 19.2814
H 20.7268 -15.0793 19.7973
H 21.1034 -14.3310 18.3274
C 14.4874 -9.1236 19.2841
S 15.5730 -8.5657 17.9059
O 16.6554 -7.7399 18.5438
C 16.4585 -10.1458 17.5089
H 14.0874 -8.2200 19.7429
H 15.2234 -9.5721 19.9530
H 13.6544 -9.7969 19.0955
H 16.5138 -10.8320 18.3539
H 17.4362 -9.8299 17.1608
H 15.8732 -10.6641 16.7477
C 18.1677 -17.9650 14.1088
S 18.1671 -16.1390 13.9815
O 17.0121 -15.6235 14.7901
C 19.6290 -15.9684 15.0271
H 17.1677 -18.3416 13.8734
H 18.3720 -18.3004 15.1242
H 18.7572 -18.4794 13.3475
H 19.4586 -16.4650 15.9712
H 19.7235 -14.9150 15.2837
H 20.5660 -16.3713 14.6397
C 14.6240 -9.4812 15.4998
S 13.0865 -8.5153 15.1854
O 13.6093 -7.0961 15.2142
C 12.8287 -9.0574 13.5041
H 14.5613 -10.5548 15.3171
H 14.9678 -9.3109 16.5160
H 15.4023 -9.1030 14.8360
H 13.6640 -8.6397 12.9398
H 11.8314 -8.7999 13.1633
H 13.0370 -10.1262 13.4374
C 19.3973 -12.2548 21.0335
S 21.0395 -11.5033 20.9578
O 21.9398 -12.4512 20.1923
C 20.7032 -10.1822 19.7329
H 19.3304 -13.1064 21.7091
H 19.1504 -12.5830 20.0189
H 18.6526 -11.5369 21.3808
H 20.1670 -9.3565 20.1974
H 20.1245 -10.6440 18.9301
H 21.6517 -9.8581 19.3118
C 15.7923 -10.4692 12.3106
S 16.5116 -11.7140 11.1387
O 17.4290 -10.8732 10.2567
C 17.4919 -12.3921 12.4880
H 16.5828 -9.8068 12.6720
H 15.3794 -10.9880 13.1730
H 15.1566 -9.7213 11.8384
H 18.1894 -13.0849 12.0175
H 16.7627 -12.8303 13.1721
H 18.0396 -11.6056 13.0024
C 22.7637 -11.9168 17.4471
S 23.3845 -12.5899 15.8927
O 24.1991 -13.8682 16.0825
C 21.7929 -13.3411 15.3706
H 22.1245 -12.6410 17.9499
H 22.2209 -10.9950 17.2515
H 23.6401 -11.8121 18.0874
H 21.8652 -13.7840 14.3772
H 20.9243 -12.6874 15.2146
H 21.3795 -14.0410 16.0949
C 21.1784 -11.4551 12.6823
S 20.7482 -11.0453 10.9378
O 21.8048 -10.1317 10.3575
C 20.9559 -12.7535 10.2200
H 21.5075 -10.5047 13.1123
H 22.1772 -11.9024 12.6814
H 20.3160 -11.8945 13.1703
H 21.1061 -12.7081 9.1412
H 20.1521 -13.4357 10.4773
H 21.9621 -13.0344 10.5428


(2)
87
Properties=species:S:1:pos:R:3 method="wB97M-V/def2-TZVPD" lumo_ev=0.003 total_energy_ha=-1326.76487 gap_ev=7.915
Cs 1.9553 1.6037 1.3848
B -0.6386 0.9906 0.7610
H -0.1073 0.3164 1.4147
H 0.0603 1.6833 0.3184
H -1.0689 0.4689 -0.0798
H -1.3888 1.5458 1.3026
C 3.8769 -1.4561 4.3061
C 3.2438 -0.2143 3.5255
N 2.8592 -0.6105 2.1825
C 4.0508 -0.7569 1.2801
C 3.6691 -0.7661 -0.1913
C 1.8709 -1.6728 2.1099
C 0.6586 -1.4284 2.9644
H 4.0519 -1.1357 5.3332
H 4.8002 -1.8419 3.8740
H 3.2056 -2.3148 4.3157
H 2.3780 0.2565 3.9911
H 3.9802 0.5784 3.3935
H 4.7930 0.0083 1.5076
H 4.5863 -1.6826 1.4909
H 2.9858 -0.0012 -0.5604
H 4.5532 -0.6940 -0.8246
H 3.2670 -1.7407 -0.4681
H 2.2959 -2.6087 2.4726
H 1.5289 -1.8958 1.0992
H -0.0544 -2.2152 2.7182
H 0.2532 -0.4395 2.7506
H 1.0066 -1.4560 3.9970
C 1.0241 0.7863 -5.0645
C 0.3514 1.2465 -3.8071
N -1.1301 1.1996 -3.8298
C -1.6931 1.7226 -2.5840
C -1.5969 3.2653 -2.4369
C -1.7818 -0.0813 -4.0843
C -1.2699 -1.2524 -3.1980
H 0.5192 1.2343 -5.9204
H 0.8724 -0.2859 -5.1893
H 2.0903 1.0126 -5.0676
H 0.7377 0.7031 -2.9447
H 0.6501 2.2828 -3.6489
H -2.7590 1.5142 -2.4918
H -1.2871 1.2874 -1.6708
H -0.5633 3.6082 -2.3895
H -1.9486 3.8198 -3.3069
H -2.1554 3.6401 -1.5792
H -1.5524 -0.3700 -5.1100
H -2.8659 -0.0281 -4.1839
H -1.7362 -2.1821 -3.5239
H -1.4231 -1.1125 -2.1279
H -0.2109 -1.4358 -3.3796
C 1.0769 -0.5151 -1.2639
O 1.1321 0.7011 -0.6319
H 1.3194 -1.2083 -0.4585
H 0.0991 -0.7042 -1.7071
H 1.8129 -0.5126 -2.0679
H 0.2910 0.9642 -0.2513
C -3.1885 -0.2332 -0.7122
O -3.0460 0.1952 0.6229
H -4.2580 -0.3181 -0.9045
H -2.7823 0.4912 -1.4182
H -2.6919 -1.1798 -0.9252
H -2.1668 0.5438 0.7877
C -3.0440 2.7814 -0.1511
O -1.5840 2.8373 -0.0450
H -3.3983 2.7082 -1.1793
H -3.3778 1.9269 0.4376
H -3.5716 3.6810 0.1658
H -1.2261 2.1149 0.4763
C -0.5030 3.8186 2.1333
O -0.1584 2.4467 2.4118
H -0.2652 4.4491 2.9900
H -0.0462 4.2827 1.2591
H -1.5870 3.8553 2.0252
H -0.7122 1.8366 1.9192
C -1.3928 -3.4573 2.2936
C -1.6099 -2.0955 1.6184
C -0.6119 -2.0581 0.4614
O 0.2641 -3.1674 0.6668
C -0.5312 -4.2306 1.2603
H -2.2835 -3.9746 2.6504
H -0.7220 -3.2180 3.1188
H -1.3488 -1.2076 2.1942
H -2.6155 -1.9543 1.2222
H -0.0689 -1.1130 0.4502
H -1.0910 -1.9655 -0.5133
H 0.1197 -4.9608 1.7413
H -1.1773 -4.6556 0.4922


(3)
104
Properties=species:S:1:pos:R:3 method="wB97M-V/def2-TZVPD" lumo_ev=-6.909 total_energy_ha=-7117.14985 charge=+3 gap_ev=8.392
C 8.6380 15.1977 18.2111
C 9.5680 15.9363 17.2232
C 9.7928 15.0168 15.9678
O 10.5883 15.7042 15.0253
C 10.5098 15.0203 13.7988
N 8.9123 17.2850 16.7631
H 8.0213 17.1121 16.3200
H 8.7755 17.9527 17.5084
H 9.4909 17.6945 16.0436
H 9.3197 14.4931 18.6875
H 7.7353 14.7460 17.7998
H 8.2737 15.8555 19.0002
H 10.4909 16.2389 17.7180
H 8.7701 14.9070 15.6070
H 10.2159 14.0619 16.2797
H 11.1962 15.5528 13.1404
H 9.4767 15.1471 13.4752
H 10.6844 13.9446 13.8184
C 12.1658 6.9592 13.9509
C 12.5581 8.2287 13.0952
C 11.7433 9.4990 13.3635
O 12.2361 10.1589 14.4820
C 11.5128 11.2904 14.9878
N 14.0059 8.5290 13.3722
H 14.3689 9.4202 13.0653
H 14.2869 8.3750 14.3301
H 14.5569 7.8508 12.8658
H 11.1863 6.6144 13.6196
H 11.9391 7.1506 14.9997
H 12.8881 6.1496 13.8456
H 12.5852 7.9586 12.0396
H 10.6802 9.3293 13.5342
H 11.6145 10.1941 12.5339
H 10.5509 10.9956 15.4073
H 11.4265 12.0892 14.2512
H 12.0474 11.7330 15.8282
C 8.5665 7.0037 12.7827
C 7.7653 8.0151 11.7724
C 8.7185 9.1993 11.2963
O 9.8767 8.6698 10.6803
C 10.5857 9.5250 9.8233
N 7.3124 7.2037 10.4798
H 6.6647 6.4835 10.7660
H 6.7538 7.8148 9.9013
H 8.1186 6.8070 10.0185
H 8.2295 5.9842 12.9704
H 8.7756 7.4898 13.7357
H 9.5431 6.8331 12.3296
H 6.8390 8.2831 12.2805
H 8.9127 9.9638 12.0486
H 8.3136 9.8765 10.5443
H 10.6274 10.5521 10.1857
H 10.3045 9.5268 8.7702
H 11.6154 9.1728 9.7620
C 13.7723 15.0668 16.0159
C 14.6122 15.4018 14.7360
C 14.9967 16.9267 14.6652
O 15.9037 17.3541 13.4929
C 15.4259 17.1766 12.1660
N 15.8674 14.5301 14.6174
H 16.3014 14.5198 13.7055
H 16.6293 14.8142 15.2165
H 15.7338 13.5420 14.7784
H 12.9277 15.7542 16.0627
H 14.3987 15.1760 16.9012
H 13.3812 14.0605 16.1657
H 13.9954 15.0724 13.8999
H 15.4809 17.1288 15.6206
H 14.0621 17.4853 14.7173
H 15.9852 17.6042 11.3338
H 14.3837 17.4930 12.1239
H 15.3249 16.1247 11.8985
C 16.8997 11.3479 9.8504
C 16.3629 9.9719 9.3841
C 16.9019 9.6801 8.0759
O 18.3188 9.4006 8.1920
C 18.9051 9.3247 6.9540
N 16.8018 8.9584 10.4704
H 17.7596 8.6392 10.4399
H 16.7541 9.2375 11.4399
H 16.1958 8.1509 10.4411
H 16.5992 11.4772 10.8901
H 16.4305 12.1452 9.2739
H 17.9883 11.3885 9.8870
H 15.2754 9.9076 9.4190
H 16.5972 10.4622 7.3806
H 16.3926 8.8045 7.6733
H 18.6513 10.1841 6.3334
H 18.7425 8.4218 6.3655
H 19.9942 9.3382 6.9969
As 17.5361 11.4321 14.2947
F 17.4515 10.1098 15.5296
F 18.0636 12.4969 15.6504
F 17.7034 12.8495 13.2065
F 16.9944 10.3005 12.9632
F 15.8645 11.8909 14.5979
F 19.2628 11.0552 13.9723
As 13.6134 12.8042 11.4844
F 15.2416 13.4779 11.6666
F 13.9034 12.6224 9.6834
F 11.8688 12.2893 11.2118
F 13.3767 12.9683 13.2462
F 13.0438 14.4392 11.2752
F 14.1891 11.1393 11.7331